34
Properties=species:S:1:pos:R:3:nbo_charge:R:1 method="wB97M-V/def2-TZVPD" spin_multiplicity=1 e_lumo_ev=0.80 relative_energy_kj_mol=58.0 smiles=CCc1ccc(O)cc1.Cc1ccccc1 orbital_gap_ev=9.588
C 0.5035 -0.7818 -3.1559 -0.598
C 1.1677 -0.1441 -1.9252 -0.425
C 0.5022 1.1278 -1.4364 -0.024
C 0.6679 1.4487 -0.0854 -0.192
C 0.0416 2.5490 0.4723 -0.245
C -0.6467 3.4244 -0.3474 0.260
O -1.3298 4.5137 0.2465 -0.709
C -0.8984 3.1072 -1.6686 -0.254
C -0.3074 1.9586 -2.1948 -0.199
H -0.3422 -1.3821 -2.8663 0.207
H 1.2038 -1.4197 -3.6959 0.209
H 0.1489 -0.0395 -3.8679 0.198
H 1.0912 -0.8750 -1.1330 0.222
H 2.1904 0.0949 -2.2102 0.212
H 1.2806 0.7275 0.4490 0.212
H 0.0934 2.6453 1.5452 0.221
H -2.2281 4.1842 0.4062 0.475
H -1.5203 3.7150 -2.3112 0.223
H -0.4434 1.7463 -3.2460 0.205
C 0.6996 -0.6480 3.5283 -0.635
C 0.1509 -1.3398 2.3144 -0.010
C 0.9421 -2.3726 1.7441 -0.222
C 0.4722 -3.1231 0.6881 -0.203
C -0.8193 -2.8940 0.2218 -0.233
C -1.5823 -1.8709 0.7282 -0.196
C -1.0904 -1.0897 1.7924 -0.216
H 0.0307 -0.8123 4.3770 0.223
H 0.8921 0.4274 3.4431 0.218
H 1.6751 -1.0126 3.7703 0.212
H 1.9555 -2.3569 2.1089 0.208
H 1.0823 -3.9212 0.2844 0.215
H -1.2316 -3.5818 -0.4991 0.213
H -2.5577 -1.6474 0.3357 0.213
H -1.7940 -0.3576 2.1877 0.213